(1)
ORCA calculation (the ωB97M-V functional and the def2-TZVPD basis) on a 2-piece molecular cluster, C10H14O overall in a non-equilibrium geometry.

The geometry in XYZ format:
```
25
Properties=species:S:1:pos:R:3:forces:R:3
O -0.394030 1.982563 0.473700 0.8 -0.8 -0.4
C -0.963250 2.107693 -0.768499 -0.1 0.1 -0.1
C -2.074619 2.944093 -0.877689 -0.1 0.1 0.1
C -2.694029 3.109773 -2.114019 -0.1 0.1 0.0
C -2.212809 2.446633 -3.244128 -0.1 0.0 -0.2
C -1.102120 1.612563 -3.127929 0.0 0.0 -0.1
C -0.475690 1.440993 -1.893319 0.1 -0.1 0.0
H 0.375030 1.366383 0.402960 -0.9 0.7 0.1
H -2.441679 3.459013 0.019940 0.2 -0.3 -0.5
H -3.568259 3.769323 -2.193559 0.4 -0.3 0.0
H -2.704629 2.580513 -4.216648 0.3 -0.1 0.5
H -0.712380 1.084463 -4.008168 -0.2 0.3 0.4
H 0.399160 0.783593 -1.803489 -0.4 0.3 0.0
C 2.907819 -1.897315 1.399370 -0.2 0.0 0.1
C 1.730189 -2.324365 1.872479 0.5 0.2 -0.2
C 1.323970 -2.123445 3.307549 0.2 0.1 0.1
C 0.728880 -3.035695 1.002900 0.1 0.0 -0.2
H 3.187439 -2.052196 0.351020 -0.1 0.1 0.4
H 3.625389 -1.380836 2.047090 -0.3 -0.2 -0.3
H 2.112889 -1.596536 3.870199 -0.4 -0.2 -0.2
H 1.140700 -3.099025 3.788449 0.0 0.4 -0.1
H 0.397640 -1.526806 3.357989 0.2 -0.3 0.1
H 0.525600 -4.041965 1.406280 -0.1 0.3 -0.2
H -0.217470 -2.469745 0.975820 0.2 -0.3 0.0
H 1.106249 -3.139675 -0.028310 -0.2 0.0 0.4
```
Positions in Å, forces in eV/Å.

## Properties
calculated total energy = -12643.909 eV
E_LUMO = 0.666 eV
orbital gap = 0.3418 Eh

---

(2)
ORCA calculation (the ωB97M-V functional and the def2-TZVPD basis) on an isolated ion of composition C10H15BNO and charge +1 in a non-equilibrium geometry.

The geometry in XYZ format:
```
28
Properties=species:S:1:pos:R:3:forces:R:3
C 1.800123 3.438858 -0.500886 0.7 0.0 -0.9
N 0.990480 2.578745 -1.423469 -0.2 0.1 1.6
C 0.295160 1.427408 -0.737356 0.6 -1.9 -0.4
B -0.401594 0.342041 -1.847979 1.7 2.8 1.2
O -0.783813 -0.810646 -1.411822 0.0 -0.8 -1.2
C -0.539645 -1.205037 -0.149066 -0.1 -0.4 2.3
C -1.315184 -2.257556 0.300115 -0.9 0.6 1.1
C -2.202251 -2.978827 -0.678947 -1.3 1.6 0.4
C -1.318848 -2.463127 1.693641 1.7 1.4 -2.6
C -0.505884 -1.744766 2.542144 -0.5 -1.1 -1.4
C 0.406234 -0.885340 2.049158 0.5 1.8 0.4
C 0.355085 -0.552222 0.695055 -0.1 1.3 0.4
C 1.199126 0.661426 0.228442 -0.9 -2.6 -0.2
H 1.213359 3.752996 0.304768 -1.8 1.1 0.6
H 2.428858 2.850235 0.079290 1.9 -1.4 0.2
H 2.341494 4.267129 -0.977290 -0.4 -0.5 -0.1
H 1.504199 2.047360 -2.121432 0.4 1.1 -0.6
H 0.311303 3.250495 -1.759471 -0.3 -0.5 -1.1
H -0.398209 1.749780 -0.020047 -1.6 1.3 0.4
H -0.369733 0.595801 -2.964448 -0.3 0.3 -1.2
H -3.330744 -2.723018 -0.660958 1.9 0.4 -0.2
H -1.743914 -2.886895 -1.649958 -0.4 -0.2 -0.5
H -2.259120 -3.964470 -0.380163 0.2 -2.4 0.4
H -1.676982 -3.345085 2.011966 -2.2 -2.7 1.4
H -0.546200 -1.953453 3.545852 0.0 -0.5 2.3
H 1.017078 -0.359169 2.826062 -0.2 -0.3 -1.3
H 1.531708 1.112718 1.143900 0.0 0.8 0.1
H 1.997911 0.054622 -0.137103 1.4 0.5 -1.2
```
Positions in Å, forces in eV/Å.

## Properties
calculated total energy = -14820.022 eV
E_LUMO = -3.195 eV
charge = +1
orbital gap = 0.3243 Eh

---

(3)
ORCA calculation (the ωB97M-V functional and the def2-TZVPD basis) on C10H15ClF6N6O5S2 as an isolated structure in a non-equilibrium geometry.

The geometry in XYZ format:
```
45
Properties=species:S:1:pos:R:3:forces:R:3
C 0.735893 4.039391 -1.606066 -0.2 0.7 1.2
N 0.537080 2.727323 -2.202236 0.2 -0.1 -0.7
C -0.072111 2.340134 -3.328775 -0.6 0.2 -1.0
N -0.663638 3.118313 -4.227169 -0.3 -0.4 -1.0
O -0.778497 4.488982 -4.118880 0.0 0.5 0.3
N -0.069045 1.012549 -3.545661 0.7 0.6 1.3
C 0.600320 0.548464 -2.464674 -1.0 -0.5 -1.9
C 0.814358 -0.931203 -2.328503 -0.1 -0.4 -0.3
C -0.511923 -1.727036 -2.429492 0.0 0.5 -0.4
N -1.068692 -2.231832 -1.430145 0.3 -0.1 0.6
N 0.977853 1.539994 -1.684916 0.8 -1.6 2.2
C 1.734101 1.363852 -0.436077 1.5 1.7 0.3
C 3.190018 1.959807 -0.577230 -0.2 -0.2 -0.5
C 4.280113 0.906734 -0.887396 -0.3 1.3 0.4
Cl 3.948688 0.112167 -2.466582 0.1 0.0 0.5
H -0.053987 4.223541 -0.856062 0.3 0.0 -0.4
H 0.715725 4.846936 -2.345405 -0.1 -0.6 0.0
H 1.695067 4.125000 -1.074882 -0.3 -0.4 -0.4
H -1.055284 2.660851 -5.040594 0.0 0.1 0.3
H -1.072894 4.807333 -4.986254 0.2 -0.1 0.2
H 1.321722 -1.226800 -1.401238 -0.1 0.2 -0.3
H 1.433336 -1.250792 -3.185817 0.0 0.3 0.4
H -1.001050 -1.876074 -3.405402 0.5 0.3 0.2
H -0.491569 -2.028340 -0.603210 -0.6 -0.3 0.3
H 1.846401 0.301927 -0.201264 -0.6 0.3 -0.1
H 1.249192 1.906794 0.390680 -0.2 -0.5 -0.4
H 3.455169 2.526156 0.332854 0.0 -0.4 -0.2
H 3.209095 2.688998 -1.407689 0.0 -0.3 0.3
H 4.352306 0.208408 -0.043552 0.1 -0.2 -0.6
H 5.224292 1.455085 -1.016591 -0.2 -0.5 0.1
C -4.083372 -1.623277 5.311096 -1.1 -0.5 0.1
F -4.410749 -0.564645 6.063740 0.4 0.0 -0.2
F -4.297057 -2.722526 6.052547 0.3 0.2 -0.1
F -4.956298 -1.672108 4.288685 0.3 0.1 0.1
S -2.350303 -1.526306 4.722192 -0.1 0.7 0.5
O -1.559267 -1.513518 5.921310 0.0 -0.3 -0.1
O -2.300599 -0.319571 3.936725 -0.1 -0.3 -0.3
N -2.355359 -2.887345 3.904141 0.7 0.5 0.0
S -0.996893 -3.235381 3.173644 0.5 -0.4 -0.1
O 0.108098 -3.591110 4.020267 -0.2 0.0 0.1
O -0.664050 -2.404183 2.043823 -0.2 0.2 -0.3
C -1.541106 -4.821832 2.434887 -0.9 -0.9 -0.2
F -2.594117 -4.655831 1.616508 0.3 0.2 0.1
F -1.917176 -5.704507 3.372874 0.2 0.3 0.0
F -0.563791 -5.394524 1.715789 0.1 0.4 0.2
```
Positions in Å, forces in eV/Å.

## Properties
calculated total energy = -80283.770 eV
E_LUMO = -1.112 eV
orbital gap = 0.2618 Eh

---

(4)
ORCA calculation (the ωB97M-V functional and the def2-TZVPD basis) on C10H15F3O3S3Sm as an isolated structure in a non-equilibrium geometry.

The geometry in XYZ format:
```
35
Properties=species:S:1:pos:R:3:forces:R:3
Sm -0.254309 -0.078534 0.208452 0.6 -2.6 -0.6
C -2.148366 -3.672017 0.357078 -0.1 -0.1 -0.2
C -3.191442 -2.822946 -0.388432 -0.1 -0.3 0.1
S -2.698923 -1.327136 -1.246748 0.1 0.2 0.1
C -2.036465 -1.956577 -2.795337 0.0 -0.1 -0.2
C -0.824429 -2.870588 -2.669568 -0.3 -0.1 0.0
S 0.557284 -2.015906 -1.895121 0.3 0.2 0.0
C 1.300923 -3.291757 -0.867712 0.0 -0.2 0.1
C 0.708913 -3.611818 0.535783 0.2 -0.2 -0.2
S -0.779938 -2.787631 1.137044 0.1 0.1 0.3
H -1.711074 -4.432231 -0.286704 0.0 0.0 0.0
H -2.659871 -4.208366 1.154827 0.0 0.0 0.0
H -3.962283 -2.501071 0.310958 0.0 0.1 0.0
H -3.700304 -3.455676 -1.118599 0.0 0.0 0.0
H -1.798227 -1.065851 -3.380716 0.0 0.0 0.0
H -2.836644 -2.470010 -3.330172 0.0 0.0 0.0
H -0.516677 -3.207078 -3.659457 0.0 0.0 0.0
H -1.064413 -3.759091 -2.089827 0.0 0.0 0.0
H 2.336245 -2.975865 -0.745615 0.0 0.1 0.0
H 1.336576 -4.196059 -1.474627 0.0 0.0 0.0
H 1.451300 -3.377361 1.298656 0.0 0.1 0.0
H 0.532908 -4.683050 0.629832 0.0 0.0 0.0
F 1.030708 -0.243536 2.288287 0.3 0.0 0.6
C 1.789958 0.912165 2.049657 -0.3 0.1 0.5
F 2.394965 1.251865 3.134475 -0.1 0.1 0.3
F 0.815017 1.817480 1.735237 0.1 0.2 0.2
C 2.648130 0.689806 0.820321 0.3 -0.6 -1.4
O 3.784207 1.059161 0.805316 -0.1 -0.1 0.0
O 1.919394 0.098957 -0.107536 1.2 0.7 0.6
C -3.105975 2.159802 1.310289 -0.3 0.2 0.3
C -2.021864 1.272350 0.897878 0.1 0.2 -0.6
O -1.434285 1.525178 -0.214260 -2.0 2.1 0.1
H -3.462805 2.833191 0.531506 0.0 0.0 0.0
H -2.703608 2.748240 2.146865 0.0 0.0 0.0
H -3.918513 1.577760 1.749174 0.0 0.0 0.0
```
Positions in Å, forces in eV/Å.

## Properties
calculated total energy = -75313.093 eV
E_LUMO (alpha / beta) = -3.418 / -2.988 eV
spin multiplicity = 6
charge = +1
orbital gap (alpha / beta) = 0.3296 / 0.3454 Eh